Entry 1:
C19H43F3GaN12O6 | ωB97M-V with the def2-TZVPD basis set

As for the LUMO energy: 2.0 eV. As for the net charge: -1. As for the multiplicity: 1. As for the HOMO energy: -4.35 eV.

Geometry (Å):
C: 0.834 -0.478 2.291
C: 1.460 -0.645 0.889
C: 0.833 -1.775 0.085
C: -0.703 -1.616 -0.111
C: -1.517 -2.680 0.624
C: -2.939 -2.888 0.054
Ga: -4.239 -1.622 0.990
C: -3.635 0.268 0.489
C: -3.193 1.245 1.385
C: -2.766 2.500 0.931
C: -2.793 2.772 -0.433
C: -3.234 1.823 -1.350
C: -3.653 0.578 -0.881
C: -4.172 -1.902 3.046
F: -3.082 -1.332 3.663
F: -4.089 -3.219 3.412
F: -5.229 -1.412 3.757
H: 0.073 -1.238 2.443
H: 0.356 0.492 2.378
H: 1.586 -0.599 3.068
H: 1.399 0.308 0.361
H: 2.527 -0.848 1.001
H: 1.048 -2.732 0.559
H: 1.302 -1.794 -0.904
H: -0.965 -0.610 0.214
H: -0.906 -1.659 -1.183
H: -0.953 -3.615 0.565
H: -1.578 -2.382 1.671
H: -2.944 -2.576 -0.993
H: -3.260 -3.927 0.110
H: -5.758 -1.783 0.462
H: -3.165 1.035 2.446
H: -2.409 3.209 1.663
H: -2.462 3.734 -0.791
H: -3.247 2.017 -2.414
H: -3.993 -0.174 -1.583
C: 1.701 3.182 2.057
O: 0.560 2.926 1.720
N: 2.044 3.433 3.354
N: 2.734 3.241 1.157
H: 2.970 3.662 3.657
H: 1.308 3.397 4.032
H: 2.513 3.053 0.198
H: 3.680 3.448 1.412
C: 2.536 -5.416 0.614
O: 2.578 -4.252 0.973
N: 3.153 -5.845 -0.522
N: 1.838 -6.368 1.317
H: 3.120 -6.789 -0.853
H: 3.654 -5.161 -1.066
H: 1.358 -6.065 2.144
H: 1.773 -7.326 1.036
C: -5.052 5.395 -1.804
O: -3.923 5.112 -2.146
N: -5.829 6.311 -2.477
N: -5.637 4.809 -0.719
H: -6.763 6.548 -2.207
H: -5.423 6.750 -3.280
H: -5.089 4.121 -0.226
H: -6.568 5.010 -0.410
C: 4.375 -5.272 -4.095
O: 3.877 -5.165 -2.980
N: 5.694 -5.046 -4.336
N: 3.628 -5.608 -5.182
H: 6.105 -5.103 -5.247
H: 6.268 -4.792 -3.554
H: 2.650 -5.776 -5.034
H: 4.002 -5.678 -6.108
C: 3.232 -1.929 -5.664
O: 4.284 -2.384 -6.093
N: 2.561 -0.925 -6.310
N: 2.643 -2.380 -4.525
H: 1.700 -0.533 -5.979
H: 2.969 -0.569 -7.153
H: 3.110 -3.114 -4.022
H: 1.777 -2.023 -4.165
C: 1.987 6.774 5.298
O: 2.726 6.054 4.655
N: 2.434 7.562 6.327
N: 0.647 6.851 5.040
H: 1.839 8.160 6.867
H: 3.412 7.525 6.539
H: 0.293 6.286 4.290
H: 0.014 7.434 5.553



Entry 2:
C19H43HgN6O9 | ωB97M-V with the def2-TZVPD basis set

As for the LUMO energy: -9.1 eV. As for the net charge: +1. As for the multiplicity: 1. As for the HOMO energy: -11.11 eV.

Geometry (Å):
Hg: 1.065 -0.274 -1.149
O: 5.708 -1.985 -4.868
C: 4.697 -1.397 -4.259
O: 3.569 -1.942 -4.324
O: 4.758 -0.381 -3.601
H: 5.098 -2.635 -5.225
C: 1.513 6.383 1.525
C: 2.274 5.996 0.248
O: 1.973 4.965 -0.438
N: 3.129 6.925 -0.200
C: 3.962 6.719 -1.365
H: 2.176 6.243 2.379
H: 0.739 5.643 1.731
H: 1.111 7.389 1.649
H: 3.501 7.514 0.531
H: 4.727 7.472 -1.547
H: 3.200 6.533 -2.123
H: 4.596 5.854 -1.170
C: 2.629 -5.939 3.326
C: 2.371 -5.929 1.823
O: 1.996 -4.955 1.178
N: 2.827 -7.026 1.198
C: 2.855 -7.310 -0.229
H: 1.827 -5.388 3.817
H: 3.556 -5.384 3.473
H: 2.890 -6.916 3.731
H: 3.169 -7.756 1.807
H: 2.032 -7.914 -0.611
H: 3.666 -8.002 -0.454
H: 2.991 -6.458 -0.895
C: -3.351 -5.359 -3.932
C: -3.557 -4.659 -2.625
O: -2.816 -3.798 -2.170
N: -4.701 -4.991 -2.048
C: -5.095 -4.466 -0.738
H: -3.147 -6.420 -3.790
H: -2.670 -4.753 -4.529
H: -4.272 -5.418 -4.513
H: -5.319 -5.653 -2.496
H: -4.213 -4.124 -0.196
H: -5.548 -5.304 -0.209
H: -5.849 -3.697 -0.909
C: -4.780 2.207 1.694
C: -3.923 1.314 2.591
O: -2.845 0.865 2.182
N: -4.606 0.896 3.716
C: -4.095 -0.172 4.687
H: -4.220 2.763 0.942
H: -5.277 2.900 2.374
H: -5.498 1.671 1.074
H: -5.496 1.339 3.894
H: -4.346 0.132 5.703
H: -3.009 -0.266 4.709
H: -4.580 -1.114 4.430
C: 5.685 2.023 3.517
C: 4.437 1.375 4.065
O: 3.650 0.852 3.303
N: 4.329 1.428 5.415
C: 3.161 0.978 6.129
H: 5.459 2.245 2.474
H: 6.598 1.427 3.515
H: 5.950 2.919 4.078
H: 5.171 1.593 5.947
H: 2.333 1.612 5.812
H: 3.120 1.218 7.191
H: 2.718 -0.001 5.945
C: -4.323 1.598 -5.400
C: -3.171 2.507 -5.075
O: -2.239 2.096 -4.468
N: -3.254 3.759 -5.554
C: -2.391 4.789 -5.091
H: -5.185 2.198 -5.692
H: -4.725 0.973 -4.602
H: -4.055 0.996 -6.268
H: -4.025 3.950 -6.178
H: -2.022 4.727 -4.067
H: -2.998 5.691 -5.016
H: -1.609 5.109 -5.780



Entry 3:
C19H43N2O3P2Pr | ωB97M-V with the def2-TZVPD basis set

As for the LUMO energy (alpha / beta): -5.3 / -5.2 eV. As for the net charge: +2. As for the expectation value of S²: 2.011. As for the multiplicity: 3. The value obtained for the energy relative to the best compared isomer or geometry (same formula, charge and spin) is 0.0 kJ/mol. As for the HOMO energy (alpha / beta): -13.35 / -13.31 eV.

Geometry (Å):
Pr: 0.083 -1.210 -0.088
P: 0.884 0.436 -2.399
P: -2.072 -0.005 1.580
N: -2.413 -0.319 -1.821
C: -0.564 0.304 -3.513
H: -0.392 1.056 -4.303
H: -0.498 -0.679 -4.002
C: -1.981 0.551 -2.985
H: -2.131 1.584 -2.684
H: -2.658 0.323 -3.854
C: -3.494 0.325 -0.965
H: -4.490 0.037 -1.398
H: -3.368 1.399 -1.048
C: -3.551 -0.141 0.493
H: -3.884 -1.188 0.553
H: -4.334 0.464 0.985
C: -2.457 1.418 2.725
C: -1.195 1.935 3.438
H: -1.445 2.874 3.957
H: -0.382 2.147 2.733
H: -0.831 1.224 4.193
C: -2.166 -1.544 2.683
C: -1.139 -1.513 3.827
H: -1.090 -2.524 4.267
H: -1.431 -0.815 4.629
H: -0.121 -1.258 3.491
C: 2.069 -0.919 -2.995
C: 3.457 -0.827 -2.338
H: 3.991 -1.770 -2.542
H: 3.410 -0.712 -1.242
H: 4.060 -0.003 -2.755
C: 1.715 2.038 -2.863
C: 2.709 2.507 -1.784
H: 3.026 3.535 -2.025
H: 3.610 1.877 -1.757
H: 2.256 2.519 -0.785
C: -0.386 1.476 -0.112
O: -0.490 2.634 -0.059
C: -3.549 -1.929 3.213
H: -3.899 -1.262 4.009
H: -4.314 -1.974 2.432
H: -3.471 -2.933 3.653
C: 2.207 -1.078 -4.511
H: 2.754 -2.012 -4.701
H: 1.245 -1.154 -5.028
H: 2.789 -0.271 -4.970
C: 2.368 2.130 -4.251
H: 2.611 3.185 -4.453
H: 3.318 1.581 -4.304
H: 1.714 1.795 -5.065
C: -3.594 1.243 3.744
H: -3.308 0.596 4.584
H: -3.828 2.226 4.182
H: -4.524 0.866 3.303
H: -2.776 2.196 2.008
H: 0.859 2.738 -2.853
H: -1.855 -2.348 1.982
H: 1.582 -1.841 -2.609
H: -2.942 -1.047 -2.292
H: 0.856 -3.084 0.107
N: 3.949 -2.373 2.566
C: 3.590 -0.887 2.504
C: 2.355 -0.794 1.648
O: 1.749 0.244 1.267
O: 1.940 -1.952 1.320
H: 3.128 -2.918 2.880
H: 4.739 -2.568 3.175
H: 4.183 -2.734 1.621
H: 3.393 -0.539 3.517
H: 4.424 -0.333 2.084